No. 1
DFT (ωB97M-V/def2-TZVPD) results for a single C4H4O2 molecule in a non-equilibrium geometry.

Summary:
Structure (SMILES)   O=C1CC=CO1
Relative energy (zero: lowest compared OMol25 entry of this formula, charge and spin)   43.3 kcal per mole

CARTESIAN COORDINATES (ANGSTROEM)
C -1.30741 -0.19191 -0.06784
C -0.22566 0.99571 0.00105
C 1.11613 0.23332 -0.17758
C 0.95215 -1.09245 0.13761
H -0.75153 1.64740 -0.75568
H -0.42290 1.53990 0.88793
H 1.97498 0.70203 -0.10058
H 1.43188 -1.98252 0.25007
O -2.44191 -0.47617 0.01584
O -0.32574 -1.37531 -0.19083

=====

No. 2
DFT (ωB97M-V/def2-TZVPD) results for a molecular structure, C21H12F6I2N7O4S2W.

Summary:
Charge   +1
2S+1   3
Relative energy (zero: lowest compared OMol25 entry of this formula, charge and spin)   0.8 kcal per mole

CARTESIAN COORDINATES (ANGSTROEM)
W 0.37318 1.14895 -1.21128
I -1.15254 3.60084 -2.48731
C -2.08860 2.98784 -4.19250
I -1.42175 -0.12620 -2.76541
H -1.65997 3.28469 -5.13525
H -3.01695 2.45135 -4.09715
N -3.29131 -7.24429 3.61472
C -2.86519 -6.30237 3.11569
C -2.33493 -5.11848 2.49208
C -2.25557 -5.03983 1.10371
C -1.73821 -3.90316 0.50912
C -1.31751 -2.83328 1.29697
C -1.40553 -2.91349 2.68413
C -1.90404 -4.05654 3.28300
C -0.77616 -1.61011 0.65301
C -1.46959 -0.42255 0.81732
C -2.66889 -0.22152 1.52896
C -2.95709 1.13269 1.48173
C -1.95118 1.71991 0.72480
N -1.04382 0.80949 0.30383
C 0.41129 -1.73133 -0.07947
C 1.19368 -2.87577 -0.22317
C 2.30753 -2.54426 -1.00545
C 2.18992 -1.21319 -1.31437
N 1.04780 -0.68337 -0.76386
H -2.59818 -5.86799 0.49900
H -1.67560 -3.83353 -0.56944
H -1.06483 -2.08692 3.29479
H -1.96068 -4.13219 4.36001
H -3.23146 -0.99421 2.02645
H -3.78994 1.64521 1.93274
H -1.85510 2.76137 0.46523
H 0.97663 -3.83177 0.22440
H 3.11454 -3.19279 -1.30145
H 2.85638 -0.59382 -1.88994
F 0.27069 4.44092 2.27859
C 0.65926 5.08770 1.19483
F -0.40454 5.50215 0.51410
F 1.43581 6.09782 1.50041
S 1.57498 3.92049 0.09251
O 0.49564 2.85262 -0.08873
O 1.91610 4.55786 -1.12958
N 2.68400 3.39999 1.02686
S 3.30915 1.97421 0.74230
O 4.72017 1.93903 0.76699
O 2.62589 1.37097 -0.41246
C 2.68817 0.97771 2.16718
F 3.16301 1.44193 3.30267
F 1.35253 1.03968 2.17640
F 3.05966 -0.28145 1.98940
N 2.63659 0.98672 -7.21341
C 2.19589 1.43242 -6.24899
N 1.67113 2.01550 -5.17305
C 1.57160 1.65759 -4.01371
N 1.39794 1.41672 -2.84795

=====

No. 3
DFT (ωB97M-V/def2-TZVPD) results for a molecular structure, C25H33CoN12O10P2S2.

Summary:
Charge   -1
2S+1   2
Relative energy (zero: lowest compared OMol25 entry of this formula, charge and spin)   0.0 kcal per mole

CARTESIAN COORDINATES (ANGSTROEM)
Co -0.12304 -0.28072 -0.00735
O 0.62412 -0.32930 2.72029
S 0.53367 -0.88203 4.09261
C 2.23887 -0.77981 4.76037
C 3.27379 -0.98060 3.65694
C 3.59482 0.30323 2.89535
C 4.49767 0.04127 1.68751
S 3.65881 0.27665 0.08032
O 2.26457 -0.21188 0.26550
C 3.63827 2.06558 0.11676
C 4.77391 2.74008 -0.31052
C 4.78403 4.12578 -0.28868
C 3.65628 4.81828 0.13713
C 2.51888 4.12974 0.53391
C 2.50260 2.74075 0.52520
C 0.49610 -2.66895 3.90500
C 0.24092 -3.47988 5.00317
C 0.17982 -4.85251 4.82645
C 0.35304 -5.39798 3.55813
C 0.58557 -4.57598 2.46572
C 0.66035 -3.19876 2.63735
H 2.31674 -1.53235 5.54583
H 2.32018 0.20673 5.22187
H 2.91419 -1.73248 2.94973
H 4.18884 -1.38260 4.10289
H 4.08986 1.00990 3.56653
H 2.65877 0.75731 2.56751
H 4.86850 -0.98578 1.66741
H 5.36119 0.70646 1.65251
H 5.63509 2.18681 -0.66928
H 5.66138 4.66498 -0.62282
H 3.65767 5.90107 0.13840
H 1.62657 4.66729 0.82760
H 1.60822 2.18463 0.77731
H 0.07429 -3.04175 5.98132
H -0.02379 -5.49702 5.67237
H 0.28594 -6.46994 3.42077
H 0.68262 -4.98732 1.46981
H 0.82281 -2.53118 1.79931
C -2.80680 3.77837 -1.40392
C -2.58929 2.43195 -0.70965
O -3.75530 2.15833 0.07080
P -1.20728 2.62311 0.51855
O -1.87614 2.83482 1.91916
O -0.47657 3.99186 0.25071
O -0.19199 1.52411 0.56049
P -2.33491 1.07884 -2.01262
O -3.67797 0.17965 -1.73750
O -2.42803 1.70972 -3.34680
O -1.17963 0.18015 -1.67317
H -3.01079 4.54697 -0.65683
H -3.66427 3.68160 -2.06821
H -1.93967 4.07033 -1.99175
H -4.15343 1.35042 -0.28196
H -2.23830 1.93943 2.17091
H 0.06328 3.86312 -0.57621
H -3.42948 -0.60555 -1.22773
N -2.00146 -3.01577 0.42120
C -0.83126 -3.11691 -0.29388
N -0.39552 -4.24678 -0.82892
N 0.79704 -3.92295 -1.36245
N 1.05994 -2.67730 -1.15956
N 0.03471 -2.12518 -0.47744
C -2.39146 -1.89489 1.12059
N -3.44768 -1.85782 1.92372
N -3.43873 -0.61181 2.42059
N -2.43816 0.05022 1.94718
N -1.74308 -0.73851 1.09899
H -2.59506 -3.82451 0.45898
C -0.40681 3.62789 -4.57341
N 0.40528 2.48491 -4.18018
C 0.72356 1.51606 -5.06117
C 1.42865 0.43031 -4.68721
C 1.75921 0.33751 -3.30197
N 1.46107 1.28261 -2.43284
C 0.80374 2.38933 -2.84357
O 0.51223 3.34154 -2.10873
N 2.38958 -0.77240 -2.84250
H -0.60378 3.55450 -5.64125
H 0.12343 4.55363 -4.35725
H -1.35024 3.59033 -4.03396
H 0.36044 1.65815 -6.06978
H 1.66665 -0.35746 -5.38475
H 2.25555 -1.60634 -3.39263
H 2.22565 -0.96459 -1.85928

=====

No. 4
DFT (ωB97M-V/def2-TZVPD) results for a single C4H12N2O molecule in a non-equilibrium geometry.

Summary:
Structure (SMILES)   NCCCNCO
Relative energy (zero: lowest compared OMol25 entry of this formula, charge and spin)   41.7 kcal per mole

CARTESIAN COORDINATES (ANGSTROEM)
C -0.48454 -0.20533 0.93645
C 0.91448 -0.36324 1.48973
C 1.95571 -0.77225 0.41505
N 1.55257 -2.01365 -0.24421
N -0.59122 1.01211 0.14950
C -1.84054 1.19960 -0.54864
O -1.69588 1.23580 -1.96218
H -0.85861 -1.12171 0.46386
H -1.14349 -0.12322 1.81186
H 1.19410 0.55130 2.00734
H 0.93279 -1.14622 2.24978
H 1.97155 0.00970 -0.34906
H 2.95314 -0.79484 0.85563
H 2.10605 -2.83869 -0.06740
H 1.48027 -1.85671 -1.23527
H 0.19333 1.10193 -0.49041
H -2.56835 0.40927 -0.34959
H -2.35623 2.12932 -0.27559
H -0.83296 1.36880 -2.33114

=====

No. 5
DFT (ωB97M-V/def2-TZVPD) results for a single C3H8N2O molecule in a non-equilibrium geometry.

Summary:
Structure (SMILES)   CC(=O)NCN
Relative energy (zero: lowest compared OMol25 entry of this formula, charge and spin)   57.9 kcal per mole

CARTESIAN COORDINATES (ANGSTROEM)
O -1.28637 1.80972 0.20425
C -0.27024 1.21674 0.33660
N -0.23133 -0.15579 0.59230
C -0.81216 -1.02225 -0.39249
N 0.01245 -2.11242 -0.83768
C 1.14427 1.84275 0.38391
H 0.36406 -0.36230 1.41548
H -1.62449 -1.62605 0.14951
H -1.38144 -0.38964 -1.01867
H -0.56559 -2.55556 -1.62941
H 0.10627 -2.91256 -0.09647
H 1.09157 2.90981 -0.16090
H 1.55316 1.95464 1.31659
H 1.89982 1.40292 -0.26303